1.
{
  "formula": "C15H45O11",
  "method": "wB97M-V/def2-TZVPD",
  "spin_multiplicity": 1,
  "de_lowest_kcal_mol": 181.8,
  "charge": -1,
  "gap_ev": 7.7286,
  "species": ["C", "O", "O", "O", "H", "C", "O", "H", "H", "H", "H", "C", "O", "H", "H", "H", "H", "C", "O", "H", "H", "H", "H", "C", "O", "H", "H", "H", "H", "C", "O", "H", "H", "H", "H", "C", "C", "C", "O", "H", "H", "H", "H", "H", "H", "H", "H", "C", "C", "C", "O", "H", "H", "H", "H", "H", "H", "H", "H", "C", "C", "C", "O", "H", "H", "H", "H", "H", "H", "H", "H"],
  "coordinates": [[-0.00890, -0.03983, 0.09350], [0.62878, 0.94690, 0.23844], [0.17215, -0.71346, -1.06181], [-0.78975, -0.59187, 1.00051], [0.80090, -0.34122, -1.47070], [3.93664, 0.57425, 0.23982], [3.14695, 1.65202, 0.63407], [4.17130, -0.23481, 0.92768], [4.83456, 0.91113, -0.01123], [3.55268, 0.13084, -0.70820], [2.39825, 1.07532, 0.68194], [1.62877, 4.04895, -0.67276], [1.56899, 5.49437, -0.60633], [1.94099, 3.54992, -1.42509], [0.67352, 3.68660, -0.20340], [2.50631, 3.71106, 0.08785], [0.97146, 5.55982, -1.36160], [1.89940, -1.64733, 2.28161], [1.45902, -0.28846, 2.70155], [2.63517, -1.87137, 2.93259], [2.03841, -1.54363, 1.27801], [1.00518, -2.40422, 2.58801], [0.96184, 0.22119, 2.10171], [0.44700, -4.18219, -1.30786], [1.32064, -3.09676, -1.36428], [0.78524, -4.80850, -0.52753], [0.36921, -4.62867, -2.26330], [-0.38649, -3.68349, -1.30009], [0.89292, -2.37375, -0.86110], [0.14104, 4.29767, 0.86705], [-0.82672, 3.26153, 1.10762], [0.92477, 4.20825, 1.70782], [-0.11114, 5.30325, 1.36718], [0.36361, 4.53792, -0.24056], [-0.48869, 2.37147, 1.05575], [2.34842, 1.70316, -3.01694], [2.83714, 2.40253, -4.23756], [3.13681, 3.93617, -4.05747], [4.14426, 1.93650, -4.44642], [2.68314, 2.27768, -1.96867], [2.56445, 0.64761, -2.90051], [1.38983, 1.85852, -2.72636], [2.15834, 2.26613, -5.21037], [3.36436, 4.40659, -5.00320], [4.01558, 4.04528, -3.36652], [2.19766, 4.35931, -3.57754], [4.20068, 1.32117, -5.19637], [-2.81668, -4.37183, 3.21814], [-2.18869, -3.00383, 2.94982], [-1.20481, -2.49894, 4.09239], [-1.41772, -3.07139, 1.75914], [-3.25248, -4.37104, 4.05820], [-2.40403, -5.34689, 3.06245], [-3.61533, -4.37226, 2.53220], [-2.91834, -2.34594, 2.65715], [-1.69176, -2.46231, 4.99117], [-0.69999, -1.66580, 3.77484], [-0.53104, -3.20775, 4.21068], [-1.13911, -2.07503, 1.49681], [-5.35217, -2.22920, 0.56719], [-4.28818, -1.33575, -0.13314], [-4.89511, -0.47387, -1.22474], [-3.65538, -0.54460, 0.86307], [-6.02836, -2.35177, -0.06832], [-5.75221, -1.75475, 1.66125], [-5.02767, -3.16939, 0.97679], [-3.63515, -2.04280, -0.37449], [-4.09739, 0.01346, -1.75231], [-5.62288, 0.15469, -0.98750], [-5.65415, -1.29930, -1.80571], [-2.71603, -0.42728, 0.67600]]
}

---

2.
{
  "formula": "C4H8N2O",
  "method": "wB97M-V/def2-TZVPD",
  "spin_multiplicity": 1,
  "de_lowest_kcal_mol": 56.4,
  "gap_ev": 10.3142,
  "species": ["H", "N", "C", "O", "C", "C", "C", "N", "H", "H", "H", "H", "H", "H", "H"],
  "coordinates": [[-2.43672, 2.49026, 0.46939], [-1.40447, 2.43930, 0.31803], [-0.90467, 1.32536, -0.03977], [-1.57841, 0.15519, -0.23309], [-0.39566, -0.66625, -0.45622], [-0.11356, -1.61406, 0.70929], [0.47463, 0.58299, -0.60603], [1.83680, 0.31816, -0.23193], [-0.43387, -1.25335, -1.37723], [-0.01351, -1.09406, 1.67005], [0.80617, -2.18619, 0.52700], [-0.92677, -2.34263, 0.81673], [0.52111, 0.82178, -1.68115], [2.56229, 0.90214, -0.63133], [2.00664, 0.12136, 0.74626]]
}

---

3.
{
  "formula": "C5H10O",
  "method": "wB97M-V/def2-TZVPD",
  "spin_multiplicity": 1,
  "de_lowest_kcal_mol": 60.1,
  "gap_ev": 9.4458,
  "species": ["C", "C", "C", "C", "C", "O", "H", "H", "H", "H", "H", "H", "H", "H", "H", "H"],
  "coordinates": [[0.60303, -1.16132, -0.62895], [0.17459, 0.30100, -0.48776], [-0.94367, 0.65240, -1.46788], [-0.22805, 0.59969, 0.97253], [1.02293, 0.75835, 1.79867], [1.15485, -0.20276, 2.67555], [0.94541, -1.37621, -1.64698], [1.42100, -1.40944, 0.05804], [-0.23758, -1.83372, -0.41032], [-1.22148, 1.70938, -1.38490], [-1.84241, 0.05022, -1.28434], [-0.62150, 0.46691, -2.49918], [-0.76692, 1.55552, 1.01326], [-0.91428, -0.19332, 1.34296], [1.04047, 0.93642, -0.71349], [0.41362, -0.85311, 2.66279]]
}

---

4.
{
  "formula": "C17H20Cl2CoN2S2",
  "method": "wB97M-V/def2-TZVPD",
  "spin_multiplicity": 5,
  "s2": 6.0332,
  "charge": 1,
  "gap_ev": [8.4137, 4.4360],
  "species": ["Co", "C", "N", "C", "C", "N", "C", "C", "C", "C", "C", "C", "C", "S", "C", "C", "C", "C", "C", "C", "S", "H", "H", "H", "H", "H", "H", "H", "H", "H", "H", "H", "H", "H", "H", "H", "H", "H", "H", "Cl", "C", "Cl", "H", "H"],
  "coordinates": [[0.18328, -0.98166, 0.91919], [1.03468, 1.99004, 0.43809], [-0.15892, 1.17144, 0.68529], [-1.07642, 1.18444, -0.46581], [-0.47902, 0.47284, -1.68471], [0.03278, -0.87966, -1.36651], [-0.87632, -1.93016, -1.84861], [1.32908, -1.08116, -1.98831], [1.45298, -1.05836, -3.36911], [2.67628, -1.27296, -3.97971], [3.80608, -1.49646, -3.20501], [3.70798, -1.50216, -1.83001], [2.47108, -1.29486, -1.20411], [2.41488, -1.30536, 0.53229], [-0.79822, 1.67704, 1.88529], [-1.46812, 2.89064, 1.88699], [-2.05582, 3.37814, 3.04439], [-1.95172, 2.66724, 4.23239], [-1.25452, 1.47734, 4.26149], [-0.68002, 0.96604, 3.09059], [0.18318, -0.53706, 3.18009], [0.76388, 3.02194, 0.19659], [1.62438, 1.58044, -0.37591], [1.65308, 1.99664, 1.33139], [-1.33262, 2.20594, -0.77501], [-2.00242, 0.69104, -0.16231], [0.34358, 1.07324, -2.07991], [-1.25372, 0.41364, -2.45571], [-0.95212, -1.92876, -2.93931], [-1.87352, -1.79006, -1.43691], [-0.48722, -2.90026, -1.54331], [0.58188, -0.87916, -3.98091], [2.73708, -1.26836, -5.05601], [4.76308, -1.64466, -3.67951], [4.58188, -1.66626, -1.21801], [-1.52362, 3.47814, 0.98369], [-2.58162, 4.32104, 3.01569], [-2.40862, 3.05054, 5.13239], [-1.14272, 0.92704, 5.18469], [-2.43412, -1.44026, 1.28569], [-2.11392, -3.17266, 1.34509], [-0.36202, -3.38766, 1.22179], [-2.60662, -3.64596, 0.49609], [-2.46732, -3.57086, 2.29539]]
}

---

5.
{
  "formula": "C17H29FIN2O3",
  "method": "wB97M-V/def2-TZVPD",
  "spin_multiplicity": 1,
  "charge": 1,
  "gap_ev": 8.5251,
  "species": ["C", "C", "C", "I", "C", "C", "C", "C", "C", "C", "C", "N", "N", "C", "C", "C", "F", "H", "H", "H", "H", "H", "H", "H", "H", "H", "H", "H", "H", "H", "H", "H", "H", "H", "H", "H", "H", "H", "C", "C", "O", "C", "O", "O", "C", "H", "H", "H", "H", "H", "H", "H", "H"],
  "coordinates": [[-3.90957, -4.63354, -1.18332], [-2.86454, -4.11661, -1.55005], [-1.58130, -3.29745, -1.96457], [-1.33996, -3.71551, -4.07431], [-0.35777, -3.63440, -0.95647], [0.37906, -2.26385, -0.51016], [0.27225, -1.77510, 1.00140], [1.15368, -2.59227, 2.02493], [1.34102, -2.02351, 3.27969], [-0.58238, -1.19915, -1.26502], [0.16505, -0.40549, -2.42503], [0.78151, 0.79555, -1.77129], [-1.88524, -1.88045, -1.52808], [-3.01248, -1.14296, -2.17687], [-3.09587, 0.39559, -1.82276], [-3.58268, 0.70902, -0.34358], [-3.69751, -0.44759, 0.49417], [-4.94224, -4.93776, -0.86024], [-0.71680, -4.30692, -0.11074], [0.43219, -4.11377, -1.61956], [1.39146, -2.27319, -1.00217], [0.67810, -0.70487, 1.00883], [-0.82100, -1.67782, 1.31308], [1.58983, -3.59668, 1.73757], [1.54085, -2.64585, 4.20285], [1.23435, -0.90427, 3.39627], [-0.81672, -0.39454, -0.50951], [-0.52952, -0.09699, -3.27573], [0.97620, -1.03387, -2.92374], [0.24615, 1.63771, -1.99842], [1.76423, 0.89084, -2.04132], [-2.22444, -2.06336, -0.55805], [-3.04999, -1.27792, -3.30773], [-3.97940, -1.61570, -1.79943], [-3.87921, 0.84282, -2.52280], [-2.15196, 0.98451, -2.01128], [-4.59120, 1.22828, -0.32745], [-2.81083, 1.39024, 0.14441], [1.06340, 4.59778, 0.60063], [1.59106, 3.17515, 0.61402], [2.99187, 3.14448, 0.90500], [3.31810, 3.33241, 2.19315], [2.54660, 3.51459, 3.10132], [4.65384, 3.31270, 2.29122], [5.14226, 3.60465, 3.60187], [1.64857, 5.21672, -0.08342], [0.01603, 4.61873, 0.29196], [1.13793, 5.05737, 1.58756], [1.46793, 2.73674, -0.37629], [1.03666, 2.54583, 1.31617], [4.68838, 2.95289, 4.34947], [4.95593, 4.65267, 3.84240], [6.21812, 3.43412, 3.60142]]
}

---

6.
{
  "formula": "C6H6BrN3",
  "method": "wB97M-V/def2-TZVPD",
  "spin_multiplicity": 1,
  "de_lowest_kcal_mol": 66.3,
  "gap_ev": 9.5593,
  "species": ["C", "N", "N", "C", "C", "N", "C", "C", "C", "Br", "H", "H", "H", "H", "H", "H"],
  "coordinates": [[-2.23606, -1.11789, 0.20647], [-1.09305, -0.89544, 0.64207], [-0.46762, 0.35620, 0.28747], [-0.97263, 1.67376, 0.13783], [0.08317, 2.46835, -0.11796], [1.24137, 1.71256, -0.17567], [0.89748, 0.50544, 0.14928], [2.06885, -0.80974, -0.02825], [1.50983, -1.95245, -0.28896], [3.86269, -0.26429, 0.16147], [-2.72652, -2.08182, 0.24126], [-2.78686, -0.30231, -0.23252], [-1.87383, 2.09425, 0.53609], [0.07715, 3.56840, -0.29564], [1.98436, -2.95221, -0.69447], [0.43167, -2.00281, -0.52848]]
}

---

What did the sixth record say?
{
  "formula": "C6H6BrN3",
  "method": "wB97M-V/def2-TZVPD",
  "spin_multiplicity": 1,
  "de_lowest_kcal_mol": 66.3,
  "gap_ev": 9.5593,
  "species": ["C", "N", "N", "C", "C", "N", "C", "C", "C", "Br", "H", "H", "H", "H", "H", "H"],
  "coordinates": [[-2.23606, -1.11789, 0.20647], [-1.09305, -0.89544, 0.64207], [-0.46762, 0.35620, 0.28747], [-0.97263, 1.67376, 0.13783], [0.08317, 2.46835, -0.11796], [1.24137, 1.71256, -0.17567], [0.89748, 0.50544, 0.14928], [2.06885, -0.80974, -0.02825], [1.50983, -1.95245, -0.28896], [3.86269, -0.26429, 0.16147], [-2.72652, -2.08182, 0.24126], [-2.78686, -0.30231, -0.23252], [-1.87383, 2.09425, 0.53609], [0.07715, 3.56840, -0.29564], [1.98436, -2.95221, -0.69447], [0.43167, -2.00281, -0.52848]]
}

---

Please write out number 6 again, unchanged.
{
  "formula": "C6H6BrN3",
  "method": "wB97M-V/def2-TZVPD",
  "spin_multiplicity": 1,
  "de_lowest_kcal_mol": 66.3,
  "gap_ev": 9.5593,
  "species": ["C", "N", "N", "C", "C", "N", "C", "C", "C", "Br", "H", "H", "H", "H", "H", "H"],
  "coordinates": [[-2.23606, -1.11789, 0.20647], [-1.09305, -0.89544, 0.64207], [-0.46762, 0.35620, 0.28747], [-0.97263, 1.67376, 0.13783], [0.08317, 2.46835, -0.11796], [1.24137, 1.71256, -0.17567], [0.89748, 0.50544, 0.14928], [2.06885, -0.80974, -0.02825], [1.50983, -1.95245, -0.28896], [3.86269, -0.26429, 0.16147], [-2.72652, -2.08182, 0.24126], [-2.78686, -0.30231, -0.23252], [-1.87383, 2.09425, 0.53609], [0.07715, 3.56840, -0.29564], [1.98436, -2.95221, -0.69447], [0.43167, -2.00281, -0.52848]]
}